1.
An isolated molecule of C4H5NO2S, computed with the ωB97M-V functional and the def2-TZVPD basis.

Last column: Mulliken charge in e.
Atoms and positions in Å:
C: -0.90 0.47 0.73  -0.2734
C: 0.45 0.49 0.10  0.5995
C: 0.81 1.63 -0.52  -0.9367
C: 1.38 -0.66 0.09  0.4028
H: -2.52 -1.71 -0.52  0.3688
H: -1.10 1.14 1.54  0.4140
H: 1.76 1.67 -1.01  0.3005
H: 0.17 2.50 -0.45  0.3080
H: -0.19 -1.75 -0.14  0.4480
N: -1.93 -0.23 0.49  -0.3892
O: -1.72 -1.13 -0.54  -0.4050
O: 0.78 -1.85 0.06  -0.5472
S: 3.01 -0.55 0.18  -0.2901

Output
Energy above the lowest of the compared OMol25 structures with the same formula, charge and spin in eV: 3.524
E_tot in eV: -20646.6553
Total charge: 0
LUMO level in eV: -0.31
Frontier orbital gap in eV: 8.36
SMILES: C=C(/C=N\O)C(O)=S
Maximum force in eV Å⁻¹: 1.3

---

2.
A structure of composition C10H32O6, computed with the ωB97M-V functional and the def2-TZVPD basis.

Last column: Mulliken charge in e.
Atoms and positions in Å:
O: 12.64 -10.94 14.54  -0.9140
H: 13.54 -10.72 14.30  0.0157
H: 12.31 -10.16 14.98  -1.7217
C: 11.34 -7.60 15.75  -1.5456
C: 12.22 -8.83 16.10  -0.0213
O: 11.62 -10.07 15.74  -1.2631
H: 11.84 -6.66 15.97  0.4082
H: 10.40 -7.67 16.28  0.3438
H: 10.99 -7.64 14.72  0.2202
H: 12.15 -8.78 17.18  0.4469
H: 13.27 -8.67 15.87  0.1907
H: 11.79 -10.69 16.45  2.7950
C: 13.63 -12.22 16.80  -1.3804
C: 12.18 -11.74 16.70  -1.1942
O: 12.07 -10.48 17.43  -0.5208
H: 13.89 -12.38 17.85  0.4146
H: 14.38 -11.49 16.50  0.3383
H: 13.55 -13.04 16.09  0.3727
H: 11.52 -12.48 17.15  0.3625
H: 11.88 -11.59 15.66  0.4036
H: 12.33 -10.54 18.35  0.6256
C: 15.16 -10.16 12.83  -0.3545
C: 15.53 -9.71 14.25  -0.4571
O: 14.56 -10.35 15.11  -0.7077
H: 15.04 -11.24 12.70  0.3777
H: 15.87 -9.76 12.09  0.4603
H: 14.19 -9.75 12.58  -0.6563
H: 15.50 -8.62 14.26  0.2923
H: 16.55 -9.95 14.55  0.4425
H: 14.86 -10.03 15.96  0.3995
C: 12.17 -9.44 12.96  -1.9250
C: 12.93 -9.11 11.63  -0.5859
O: 13.27 -7.72 11.79  -0.5779
H: 11.96 -10.51 12.89  0.4196
H: 11.22 -8.97 13.20  0.4693
H: 12.86 -9.33 13.79  0.8886
H: 12.23 -9.27 10.81  0.3941
H: 13.75 -9.81 11.48  0.4842
H: 12.41 -7.29 11.85  0.3842
C: 9.46 -11.54 15.46  -0.8253
C: 9.30 -10.15 14.98  -0.5145
O: 10.40 -9.79 14.20  -0.5569
H: 8.66 -11.88 16.12  0.4479
H: 10.42 -11.72 15.94  0.0673
H: 9.52 -12.25 14.63  0.3345
H: 9.50 -9.65 15.92  0.0837
H: 8.42 -9.71 14.50  0.4840
H: 11.26 -9.80 14.64  2.3547

Output
Energy above the lowest of the compared OMol25 structures with the same formula, charge and spin in eV: 25.605
E_tot in eV: -23147.7521
Total charge: 0
LUMO level in eV: 0.09
Frontier orbital gap in eV: 7.78
Maximum force in eV Å⁻¹: 19.0

---

3.
A structure of composition C33H39BCl6CrN6O4S3, computed with the ωB97M-V functional and the def2-TZVPD basis.

Last column: Löwdin spin population.
Atoms and positions in Å:
Cr: 0.25 0.49 -0.38  1.1158
C: 0.16 -1.33 4.73  0.0000
C: 0.60 -2.04 3.49  -0.0004
C: 1.16 -3.30 3.51  -0.0005
C: 1.62 -3.87 2.32  -0.0004
N: 1.31 -3.33 1.15  -0.0018
N: 0.74 -2.15 1.13  -0.0078
B: 0.16 -1.62 -0.29  -0.0581
N: -1.24 -2.29 -0.43  0.0000
N: -1.32 -3.61 -0.25  0.0001
C: -2.50 -4.18 -0.31  0.0013
C: -3.66 -3.43 -0.64  0.0012
C: -3.58 -2.08 -0.80  0.0014
C: -4.76 -1.22 -1.11  -0.0006
C: -2.30 -1.49 -0.59  0.0028
S: -2.09 0.20 -0.46  -0.0130
C: -2.56 -5.65 0.09  0.0000
C: -1.56 -6.45 -0.75  0.0001
C: -3.95 -6.24 -0.11  0.0000
C: -2.19 -5.72 1.58  0.0001
N: 1.13 -2.09 -1.42  -0.0045
N: 0.73 -2.98 -2.32  -0.0015
C: 1.53 -3.23 -3.33  -0.0011
C: 2.80 -2.61 -3.43  -0.0024
C: 3.20 -1.69 -2.51  0.0002
C: 4.49 -0.94 -2.58  -0.0011
C: 2.27 -1.40 -1.49  -0.0004
S: 2.47 -0.16 -0.30  -0.0204
C: 1.05 -4.19 -4.41  -0.0001
C: 0.96 -3.41 -5.73  -0.0001
C: 2.05 -5.34 -4.55  -0.0001
C: -0.32 -4.76 -4.05  0.0000
C: 0.52 -1.43 2.23  -0.0041
S: 0.02 0.26 1.98  -0.0054
C: 2.48 -5.13 2.27  -0.0001
C: 1.66 -6.28 1.68  0.0000
C: 3.69 -4.84 1.36  0.0000
C: 2.98 -5.52 3.66  0.0000
H: 0.24 -1.99 5.59  0.0000
H: -0.88 -1.00 4.63  0.0001
H: 0.77 -0.44 4.92  0.0000
H: 1.29 -3.81 4.45  0.0000
H: -4.61 -3.93 -0.76  0.0000
H: -5.65 -1.82 -1.26  -0.0001
H: -4.57 -0.63 -2.01  -0.0002
H: -4.94 -0.51 -0.30  -0.0003
H: -1.88 -6.48 -1.80  0.0000
H: -1.52 -7.48 -0.39  0.0000
H: -0.57 -6.02 -0.71  0.0000
H: -4.27 -6.18 -1.15  0.0000
H: -4.70 -5.75 0.52  0.0000
H: -3.94 -7.30 0.17  0.0000
H: -1.20 -5.28 1.75  0.0000
H: -2.16 -6.77 1.90  0.0000
H: -2.92 -5.20 2.19  0.0000
H: 3.44 -2.85 -4.27  -0.0001
H: 5.13 -1.34 -3.36  -0.0001
H: 5.02 -0.99 -1.63  -0.0005
H: 4.30 0.12 -2.79  -0.0002
H: 1.92 -2.99 -6.02  0.0000
H: 0.24 -2.59 -5.65  0.0000
H: 0.62 -4.07 -6.53  0.0000
H: 3.03 -4.99 -4.88  0.0000
H: 1.69 -6.06 -5.29  0.0000
H: 2.18 -5.87 -3.60  0.0000
H: -1.06 -3.97 -3.88  0.0000
H: -0.27 -5.36 -3.15  0.0000
H: -0.67 -5.38 -4.88  0.0000
H: 1.30 -6.03 0.68  0.0000
H: 0.80 -6.52 2.30  0.0000
H: 2.29 -7.17 1.61  0.0000
H: 3.37 -4.57 0.36  0.0000
H: 4.31 -5.74 1.30  0.0000
H: 4.30 -4.03 1.77  0.0000
H: 2.16 -5.83 4.32  0.0000
H: 3.52 -4.70 4.14  0.0000
H: 3.66 -6.36 3.57  0.0000
O: -0.34 2.53 -3.63  -0.0006
Cl: 0.49 2.03 -2.61  0.0001
O: 1.86 2.34 -2.78  0.0004
O: 0.02 2.49 -1.27  -0.0006
O: 0.34 0.54 -2.45  0.0087
Cl: -0.96 2.94 2.61  -0.0013
C: 0.63 2.56 3.15  -0.0016
C: 1.16 1.28 2.93  -0.0007
C: 2.46 1.02 3.36  -0.0012
Cl: 3.23 -0.51 3.13  -0.0001
C: 3.21 2.01 4.00  0.0002
Cl: 4.80 1.67 4.54  0.0002
C: 2.67 3.28 4.19  -0.0012
Cl: 3.60 4.50 4.94  -0.0004
C: 1.38 3.56 3.76  0.0002
Cl: 0.72 5.12 3.98  0.0001

Output
Expectation value of S²: 0.7883
E_tot in eV: -188711.6943
2S+1: 2
Total charge: +1
LUMO level (alpha / beta) in eV: -3.47 / -3.48
Frontier orbital gap (alpha / beta) in eV: 7.49 / 7.17
Maximum force in eV Å⁻¹: 0.5